Computed, not measured: a 7-piece molecular cluster, C38H90O overall at a distorted geometry, with the ωB97M-V functional and the def2-TZVPD basis.

Each line ends with the Mulliken charge.
Atoms and positions in Å:
C 18.323 34.844 12.404  -1.169
C 17.735 35.621 13.518  0.591
C 16.884 36.877 12.885  -0.835
C 16.250 37.787 13.970  -0.264
C 15.964 39.232 13.338  -0.564
C 15.346 40.072 14.349  -1.393
H 18.910 34.080 12.950  0.039
H 18.744 35.451 11.671  0.541
H 17.511 34.319 11.848  0.304
H 18.465 36.114 14.214  0.350
H 16.809 35.049 13.977  -0.450
H 16.044 36.574 12.198  0.242
H 17.675 37.548 12.352  0.309
H 16.848 38.045 14.767  0.374
H 15.267 37.267 14.404  0.109
H 15.319 39.090 12.514  0.385
H 16.895 39.555 12.874  0.365
H 15.880 40.498 15.155  0.403
H 14.676 39.570 14.907  0.453
H 14.886 41.105 13.856  0.243
C 20.917 26.676 20.284  -1.471
C 20.841 28.052 19.329  -0.535
C 20.286 27.798 17.907  0.531
C 21.132 26.842 16.994  -0.859
C 20.469 26.394 15.677  -0.319
C 20.480 27.497 14.500  -0.344
H 21.346 27.047 21.301  0.307
H 21.496 25.857 19.928  0.374
H 20.010 26.507 20.460  0.537
H 21.908 28.315 19.320  0.261
H 20.204 28.900 19.857  0.259
H 20.106 28.687 17.308  -0.362
H 19.399 27.382 18.114  0.220
H 21.542 25.957 17.578  0.286
H 22.132 27.287 16.874  0.394
H 19.534 25.784 15.875  0.092
H 21.250 25.606 15.313  0.284
H 21.508 27.936 14.294  0.413
H 19.838 28.360 14.782  -0.336
H 19.902 26.988 13.536  0.225
C 15.618 25.975 13.377  -1.284
C 16.530 26.569 14.304  0.512
C 15.824 27.660 15.294  0.022
C 16.689 28.113 16.320  0.700
C 15.956 29.076 17.298  -2.057
C 15.793 30.426 16.687  1.079
H 16.075 25.546 12.545  0.457
H 14.969 26.816 13.066  0.077
H 14.826 25.365 13.932  0.301
H 17.374 27.172 13.602  -0.226
H 17.186 25.865 14.785  0.244
H 14.935 27.129 15.865  0.355
H 15.441 28.540 14.785  -0.524
H 17.587 28.530 15.796  -0.777
H 16.960 27.407 17.009  0.568
H 16.375 29.250 18.169  0.833
H 15.022 28.706 17.459  0.475
H 15.198 30.459 15.712  -0.338
H 16.688 30.812 16.179  -0.426
H 15.408 31.046 17.458  -0.071
C 13.391 34.317 14.945  -1.127
C 12.464 33.092 14.729  -0.890
C 13.099 32.143 13.648  -0.104
C 12.318 30.935 13.339  -1.526
C 13.015 29.957 12.381  0.702
C 12.152 28.737 12.027  -1.898
H 13.321 34.885 14.090  0.624
H 14.460 34.075 15.083  0.103
H 13.188 35.023 15.888  0.325
H 11.456 33.578 14.409  0.230
H 12.311 32.508 15.540  0.571
H 14.118 31.944 14.066  -0.248
H 13.250 32.725 12.820  0.721
H 11.397 30.984 12.996  0.839
H 12.199 30.470 14.252  0.455
H 13.964 29.691 12.714  -0.534
H 13.216 30.596 11.500  0.360
H 11.369 29.138 11.439  0.493
H 11.692 28.115 12.768  0.340
H 12.786 28.190 11.499  0.573
C 17.809 36.593 17.906  -1.719
C 17.467 35.375 17.198  1.131
C 16.901 34.235 18.014  0.025
C 15.414 34.484 18.444  0.102
C 14.933 33.446 19.560  -0.152
C 13.515 33.756 19.993  -1.401
H 16.971 37.224 17.997  0.451
H 18.503 37.187 17.482  0.573
H 17.943 36.493 19.068  0.265
H 18.425 34.827 16.804  -0.560
H 17.025 35.459 16.209  -0.238
H 17.593 34.248 18.809  0.579
H 16.893 33.281 17.226  -0.579
H 14.658 34.414 17.528  -0.455
H 15.420 35.522 18.861  0.578
H 15.609 33.583 20.389  0.379
H 15.066 32.431 19.198  0.021
H 13.129 32.972 20.686  0.377
H 12.804 33.798 19.281  0.398
H 13.481 34.752 20.550  0.287
C 20.658 32.227 16.321  -1.198
C 20.513 31.732 14.857  -0.368
C 19.133 31.158 14.632  0.195
C 18.820 30.760 13.128  -1.321
C 17.380 30.653 12.792  1.225
C 17.193 30.345 11.261  -1.400
H 20.086 33.210 16.470  -0.081
H 21.564 32.211 16.656  0.919
H 20.419 31.328 17.008  0.038
H 21.183 30.860 14.934  0.184
H 20.847 32.430 13.967  0.239
H 18.452 31.901 15.084  0.134
H 18.922 30.486 15.367  0.145
H 19.605 29.969 12.760  0.290
H 19.115 31.555 12.555  0.657
H 16.933 31.592 13.228  -0.025
H 16.854 29.903 13.513  -0.669
H 16.056 30.159 11.257  0.190
H 17.627 29.436 11.303  0.553
H 17.620 31.041 10.533  0.310
C 22.275 31.926 19.603  -0.628
C 22.967 31.435 20.920  -0.220
O 24.258 31.214 20.392  -0.546
H 21.180 31.882 19.881  0.245
H 22.348 31.204 18.885  0.242
H 23.013 32.807 19.251  0.218
H 22.634 30.386 21.195  0.085
H 23.157 32.127 21.791  0.311
H 24.783 31.962 20.509  0.297

## Properties
- Structure (SMILES): CCCCCC.CCCCCC.CCCCCC.CCCCCC.CCCCCC.CCCCCC.CCO
- HOMO level: -9.832 eV
- Total energy: -1576.57488 Ha
- Net charge: 0